C8H11N5O5SSeSm as an isolated structure, computed with ωB97M-V/def2-TZVPD.

Results
Total charge: +1
DFT total energy: -120243.993 eV
Orbital gap (spin up / spin down): 7.70 / 8.18 eV
2S+1: 6

CARTESIAN COORDINATES (ANGSTROEM)
Sm -0.117 0.116 -0.087
O 3.540 -2.207 -1.092
C 2.281 -1.893 -0.996
O 1.859 -0.744 -1.033
C 1.344 -3.076 -0.859
O 0.122 -2.661 -0.293
C -0.072 -2.893 1.122
C -0.187 -1.451 1.599
O -1.303 -0.872 1.513
O 0.879 -0.790 1.658
H 4.104 -1.426 -1.204
H 1.123 -3.435 -1.868
H 1.819 -3.883 -0.302
H -0.995 -3.452 1.248
H 0.778 -3.402 1.569
C -3.568 4.567 1.497
C -2.118 4.483 1.221
N -1.281 5.460 1.245
N -0.079 4.910 0.922
C -0.134 3.599 0.691
S 1.136 2.576 0.279
N -1.451 3.309 0.885
N -1.974 2.031 0.739
H -3.805 5.587 1.788
H -3.856 3.893 2.305
H -4.153 4.313 0.611
H 0.746 5.486 0.875
H -2.735 2.039 0.069
H -2.320 1.683 1.627
Se -2.705 -2.553 -1.737
C -2.025 -0.974 -1.687
N -1.605 0.144 -1.676